No. 1
98
Properties=species:S:1:pos:R:3 method="wB97M-V/def2-TZVPD" relative_energy_kj_mol=37.7 total_charge=0 orbital_gap_ev="5.66 / 5.66"
Tl -0.38 0.46 -0.22
I -0.12 3.83 4.34
I -0.85 2.33 2.06
P -0.40 -1.91 -1.78
P 1.24 -1.21 1.71
Si 2.09 0.31 -1.08
C 4.48 -3.91 1.91
C 2.32 -2.72 1.52
C -3.57 -3.73 0.04
C 2.56 0.06 1.77
C -1.32 -3.30 -0.99
C 0.40 -1.08 3.38
C -2.94 -5.11 0.32
C -2.82 -2.98 -1.06
C 3.70 -1.86 -1.93
C 4.14 1.44 2.99
C 3.02 -4.00 -2.78
C -0.90 -0.06 -5.46
C -2.28 -5.65 -0.94
C 3.46 -2.94 2.52
C 2.37 -5.25 1.57
C 4.62 1.94 1.79
C -1.05 -3.44 4.53
C -0.98 -1.25 -6.41
C 3.03 0.58 0.55
C 1.35 -2.39 -2.05
C 0.94 -1.89 4.58
C 3.80 -5.04 1.09
C 2.86 1.41 -2.40
C 0.47 -3.34 4.60
C -1.16 -2.82 -4.44
C 4.03 -3.10 -2.44
C 3.12 0.50 2.97
C -1.57 -2.71 3.30
C -1.08 -4.78 -1.35
C 2.37 -1.47 -1.73
C -1.12 -1.25 3.28
C 4.07 1.51 0.59
C -0.29 -0.48 -4.12
C -1.08 -1.63 -3.48
C 1.53 -4.01 1.26
C 1.70 -3.64 -2.59
C -1.76 -2.40 -5.78
H -1.80 -3.25 -6.45
H 5.42 2.67 1.79
H 2.36 1.25 -3.35
H -3.00 -1.90 -0.96
H -1.76 -3.62 -4.01
H -4.62 -3.85 -0.24
H -0.30 0.74 -5.90
H 0.74 -0.80 -4.28
H -2.10 -1.27 -3.30
H 0.57 -1.39 5.48
H -3.19 -3.27 -2.05
H -0.25 0.38 -3.44
H 0.57 -0.02 3.59
H 4.49 -1.17 -1.68
H 5.16 -3.36 1.26
H 0.03 -1.59 -6.65
H -1.02 -3.16 0.06
H 1.24 -4.03 0.21
H -0.88 -4.91 -2.41
H 0.90 -3.89 3.76
H 2.81 -2.44 0.57
H -2.19 -5.02 1.11
H 2.78 2.46 -2.15
H -3.69 -5.80 0.69
H -1.50 -0.74 2.40
H 4.45 1.94 -0.33
H 3.92 1.17 -2.54
H 5.08 -4.34 2.71
H 3.95 -2.00 2.76
H -1.44 -0.95 -7.35
H -1.21 -3.21 2.39
H 3.07 -3.36 3.45
H 3.77 -4.76 0.03
H 0.84 -3.82 5.51
H 2.03 -1.84 4.63
H -3.02 -5.66 -1.75
H -0.19 -5.13 -0.82
H 2.37 -5.46 2.64
H 4.54 1.78 3.93
H -1.48 -2.98 5.42
H -2.80 -2.08 -5.62
H -1.36 -4.48 4.52
H -1.90 0.34 -5.29
H 1.92 -6.13 1.09
H -1.95 -6.68 -0.81
H 0.60 -4.04 1.84
H -1.56 -0.74 4.15
H 4.38 -5.96 1.16
H 2.75 0.11 3.92
H -3.56 -3.13 0.96
H 5.07 -3.38 -2.58
H -0.15 -3.21 -4.61
H 3.26 -4.97 -3.19
H -2.66 -2.76 3.26
H 0.92 -4.34 -2.85



No. 2
95
Properties=species:S:1:pos:R:3 method="wB97M-V/def2-TZVPD" relative_energy_kj_mol=39.8 total_charge=-1 orbital_gap_ev=7.11
Te 1.46 0.93 -1.64
In -0.27 -0.30 1.69
S 1.49 -0.37 3.48
S -0.85 2.01 2.59
P -1.91 -3.53 3.94
F -2.61 -4.82 4.60
F -0.68 -4.43 3.41
F -1.13 -3.19 5.30
F -2.71 -3.79 2.55
F -1.19 -2.21 3.22
F -3.14 -2.59 4.42
O 0.59 3.13 -0.64
O -1.32 -2.00 0.42
O 3.15 -0.76 -0.85
O -0.59 1.42 -0.89
N -2.81 -0.08 2.13
N 1.09 -0.43 -0.05
N 4.47 3.49 7.08
N 1.29 6.05 6.56
N -0.52 2.66 -0.52
N -3.42 -1.76 -0.38
C 1.38 5.05 5.99
C -5.12 0.27 1.67
C -0.25 3.65 -5.54
C -3.05 0.13 3.42
C 1.66 -2.79 1.69
C 3.57 3.22 6.40
C 0.44 2.23 3.73
C 2.02 -3.69 2.68
C 2.53 -0.15 -4.10
C 1.60 -0.59 -3.16
C -0.58 1.81 -4.00
C -4.31 0.42 3.91
C -0.97 2.55 -5.11
C 0.07 -2.42 -2.28
C 2.29 -1.01 0.03
C -5.37 0.50 3.02
C -1.44 0.63 -3.61
C 0.46 3.46 4.39
C 0.57 2.17 -3.29
C 2.45 1.65 4.93
C 1.11 -1.89 -3.24
C -0.66 4.41 -6.77
C -3.83 -0.02 1.27
C 2.62 -1.96 1.12
C 1.45 3.80 5.30
C 1.29 3.30 -3.70
C 3.95 -2.06 1.53
C 2.52 3.81 -2.98
C 2.99 -0.98 -5.10
C 4.30 -2.96 2.52
C 1.58 -2.72 -4.25
C -3.49 -0.33 -0.16
C 3.34 -3.77 3.10
C 0.87 4.02 -4.82
C 2.49 2.89 5.55
C -2.45 -3.97 -0.32
C -2.34 -2.49 -0.03
C 1.43 1.27 4.05
C 2.51 -2.28 -5.17
H 2.78 3.18 -2.13
H 3.23 0.93 5.14
H -4.22 0.09 -0.85
H -1.87 2.25 -5.65
H -2.20 0.05 4.08
H 1.26 -4.33 3.13
H -1.03 0.10 -2.76
H -1.45 -4.40 -0.33
H -4.46 0.57 4.97
H -0.83 -2.72 -2.82
H -0.32 4.18 4.17
H 2.86 -2.95 -5.95
H 2.92 0.86 -4.01
H -1.65 4.12 -7.11
H -2.96 -4.15 -1.27
H -2.50 0.09 -0.38
H 0.62 -2.74 1.37
H 5.33 -3.02 2.85
H -2.44 0.98 -3.33
H 1.44 4.89 -5.12
H -4.28 -2.26 -0.53
H -1.54 -0.07 -4.45
H -5.92 0.33 0.94
H -0.19 -1.68 -1.54
H 1.22 -3.74 -4.29
H 3.62 -4.47 3.88
H 0.05 4.22 -7.59
H 4.68 -1.41 1.07
H 0.46 -3.30 -1.75
H -0.65 5.49 -6.59
H -3.01 -4.44 0.49
H 2.34 4.82 -2.61
H -6.36 0.74 3.36
H 3.72 -0.63 -5.82
H 3.37 3.85 -3.66



No. 3
10
Properties=species:S:1:pos:R:3 method="wB97M-V/def2-TZVPD" relative_energy_kj_mol=429.4 total_charge=0 orbital_gap_ev=8.64
F 1.63 1.49 -0.88
F 0.19 -1.11 1.34
O -2.21 0.05 -0.99
C -1.42 -0.70 -0.14
C 1.75 0.65 0.10
C -0.19 -0.40 0.31
H -1.74 -1.62 0.26
H 2.23 -0.31 -0.03
H -2.01 1.00 -1.11
H 1.77 0.96 1.15



No. 4
48
Properties=species:S:1:pos:R:3 method="wB97M-V/def2-TZVPD" relative_energy_kj_mol=0.0 total_charge=+1 orbital_gap_ev=9.35 smiles=COc1ccc([NH2+]C(c2ccc(C)c(F)c2)c2ccc(C)c(F)c2)cc1
F 2.87 2.23 3.71
F -2.75 2.28 2.75
O 4.39 -5.72 0.20
N 0.15 -2.40 1.50
C 2.04 -2.97 0.03
C 1.16 -4.63 1.59
C 1.45 -1.06 3.09
C 3.22 -5.05 0.40
C -2.63 0.91 2.85
C 5.29 0.86 3.42
C 3.08 -3.82 -0.30
C 1.18 -3.36 1.05
C 3.87 -1.21 3.19
C 2.20 -5.50 1.26
C 2.63 -1.83 3.09
C -5.05 0.88 3.50
C -2.30 -1.77 3.35
C 2.79 0.89 3.45
C 1.54 0.30 3.42
C -1.38 0.34 2.61
C 4.73 -6.86 1.02
C 3.98 0.17 3.31
C -3.55 -1.19 3.51
C -3.74 0.19 3.28
C 0.14 -1.77 2.83
C -1.19 -1.01 2.95
H 5.39 1.42 4.36
H 0.08 -2.61 3.54
H -2.17 -2.84 3.55
H 5.45 1.57 2.60
H 5.76 -7.09 0.71
H 1.94 -2.00 -0.47
H 0.64 0.86 3.68
H 3.82 -3.58 -1.06
H 2.24 -6.51 1.67
H -5.04 1.52 4.40
H -5.84 0.14 3.63
H -5.32 1.52 2.65
H 2.57 -2.91 3.01
H 4.78 -1.81 3.15
H 4.08 -7.72 0.81
H -0.73 -2.88 1.35
H 0.36 -4.94 2.28
H 6.09 0.12 3.38
H 0.21 -1.66 0.79
H -0.57 0.94 2.21
H -4.41 -1.78 3.83
H 4.70 -6.62 2.09



No. 5
77
Properties=species:S:1:pos:R:3 method="wB97M-V/def2-TZVPD" total_charge=0 orbital_gap_ev=9.52 smiles="C#CCCC[C@@]1(CCCCCCCCC)OC(=O)O[C@H]1[PH2]=S.C[C@@H]1COC(=O)O1.C[C@@H]1COC(=O)O1"
S -2.70 -0.41 -1.75
P -1.72 -2.10 -1.78
O 1.07 -2.25 1.02
O 0.65 -4.40 1.60
O -2.19 -2.99 3.81
O -2.62 -0.92 4.60
O 2.24 3.76 0.18
O -3.45 -2.74 5.64
O -0.07 -3.49 -0.35
O 0.82 5.12 -0.92
O 1.34 5.51 1.25
C -2.32 -4.29 4.40
C -2.41 -5.39 3.34
C -0.58 1.36 -5.27
C 2.94 3.90 1.42
C -2.74 -2.10 4.68
C 0.84 1.40 -4.69
C -0.96 -1.12 1.39
C 1.40 4.83 0.07
C 0.65 0.92 -0.90
C -3.57 -4.11 5.23
C 0.07 -0.63 -6.80
C 1.85 1.45 -1.68
C 0.17 -1.28 0.34
C 1.12 -0.11 0.13
C 0.57 -3.49 0.86
C -0.09 -2.14 -0.91
C 1.94 4.67 2.25
C 0.16 0.67 3.39
C 1.21 0.17 -3.84
C 0.99 0.20 4.14
C 2.55 5.50 3.38
C 2.30 0.52 -2.82
C -1.54 0.28 1.54
C -0.70 1.27 2.39
C -1.00 0.02 -5.90
H 1.64 -0.57 -4.52
H 3.86 4.45 1.24
H 0.33 -0.29 -3.39
H 0.92 2.30 -4.08
H 1.59 1.51 -5.47
H -1.33 1.66 -4.55
H -0.65 -1.57 2.32
H -0.06 0.50 -1.61
H -4.49 -4.21 4.64
H -0.14 1.94 1.74
H 1.39 0.33 1.09
H 0.83 0.10 -7.07
H 2.36 6.56 3.25
H -1.62 -6.12 3.50
H -1.40 -2.39 -3.13
H 2.12 5.20 4.34
H -1.72 0.76 0.58
H 0.77 -2.18 -1.58
H 0.57 -1.41 -6.23
H -3.35 -5.93 3.40
H 3.09 1.05 -3.36
H 3.18 2.93 1.85
H 3.62 5.34 3.46
H -1.39 1.92 2.93
H -2.52 0.17 2.00
H 2.67 1.53 -0.97
H 1.65 2.45 -2.06
H -1.38 -0.66 -5.14
H 2.04 -0.57 -0.23
H -1.78 -1.75 1.03
H -0.37 -1.10 -7.67
H -1.45 -4.45 5.03
H -0.61 2.10 -6.08
H -1.86 0.24 -6.53
H -3.61 -4.77 6.09
H 2.74 -0.40 -2.44
H -2.55 -3.15 -1.34
H 0.19 1.76 -0.38
H 1.16 4.02 2.64
H -2.29 -4.98 2.34
H 1.64 0.07 4.95



No. 6
110
Properties=species:S:1:pos:R:3 method="wB97M-V/def2-TZVPD" relative_energy_kj_mol=0.0 total_charge=0 orbital_gap_ev=6.63
I 4.28 -15.01 -25.70
S -2.75 -18.45 -25.92
S 1.29 -18.36 -21.44
S 3.24 -13.37 -32.27
F -2.41 -8.96 -21.07
F -0.76 -12.55 -29.90
F 1.11 -22.00 -26.66
O 2.65 -17.93 -21.19
O 3.98 -14.40 -31.55
O -2.08 -17.46 -25.09
O 1.02 -19.79 -21.36
O -3.81 -19.29 -25.37
O 3.43 -8.75 -26.84
O 2.35 -12.49 -31.58
O 0.23 -16.21 -28.16
O 0.43 -12.12 -26.85
N 0.76 -14.62 -26.57
N 1.67 -10.07 -26.01
C -2.72 -18.44 -28.60
C -2.73 -13.23 -33.09
C -3.32 -17.64 -27.35
C -2.42 -14.15 -30.35
C -1.48 -19.31 -26.87
C 2.64 -18.43 -28.22
C 2.25 -10.22 -24.65
C 1.69 -14.60 -29.08
C -0.60 -16.54 -21.06
C -3.46 -14.34 -32.53
C -2.04 -19.67 -28.10
C 2.25 -19.45 -29.04
C 0.17 -16.23 -22.25
C 2.49 -18.63 -26.78
C 1.56 -20.80 -27.13
C 2.53 -13.05 -34.66
C -1.63 -13.11 -30.85
C 2.53 -9.54 -27.12
C 0.33 -17.50 -20.26
C -3.29 -14.86 -31.20
C -1.96 -10.43 -24.47
C -1.20 -12.01 -22.71
C 2.30 -10.01 -28.61
C -0.31 -15.00 -25.70
C -2.19 -9.91 -22.06
C -2.46 -9.63 -23.42
C 1.95 -19.77 -26.26
C 2.27 -13.94 -33.66
C 0.62 -17.40 -22.78
C 1.63 -20.63 -28.52
C 3.93 -12.67 -34.72
C -1.40 -11.68 -24.08
C -1.72 -12.64 -32.14
C -1.68 -11.17 -21.73
C 4.31 -12.35 -33.20
C 0.87 -15.26 -27.92
H -2.49 -14.45 -29.38
H 0.98 -9.42 -26.15
H 2.83 -17.86 -26.13
H -0.59 -18.69 -27.03
H 2.90 -9.24 -29.29
H -0.27 -18.17 -19.57
H -2.96 -16.53 -27.43
H 0.96 -14.38 -29.81
H -1.27 -20.08 -26.24
H 2.41 -11.05 -28.66
H -0.01 -11.72 -27.52
H 1.66 -14.59 -26.23
H 4.33 -12.03 -35.64
H 3.18 -17.62 -28.66
H -2.14 -17.83 -29.09
H -3.91 -15.66 -30.79
H -2.80 -8.66 -23.66
H 2.86 -9.39 -24.43
H -0.28 -16.08 -25.53
H 2.28 -15.13 -33.72
H -0.98 -11.88 -32.29
H 1.61 -10.25 -23.70
H 4.01 -11.49 -32.98
H -0.72 -12.90 -22.11
H 0.59 -13.53 -26.58
H -3.64 -18.74 -29.30
H -1.64 -11.61 -20.70
H 0.84 -15.48 -22.22
H -1.20 -14.68 -26.20
H -4.31 -17.64 -27.61
H 1.36 -13.62 -33.49
H 4.50 -13.56 -34.87
H -0.27 -18.07 -23.16
H 2.25 -13.83 -28.72
H 0.84 -17.18 -19.56
H 2.24 -19.13 -30.01
H -1.11 -12.49 -24.84
H 1.29 -17.39 -23.57
H 1.33 -21.56 -29.21
H 1.78 -19.84 -25.19
H 2.08 -12.12 -34.57
H -2.72 -20.60 -28.05
H 2.73 -11.22 -24.39
H -0.84 -15.73 -20.45
H -2.95 -12.83 -34.11
H 1.21 -10.96 -26.34
H 1.32 -9.69 -29.10
H -1.46 -17.08 -21.51
H 5.39 -12.51 -33.06
H 2.53 -15.08 -29.44
H -0.43 -15.87 -23.09
H -0.14 -14.60 -24.85
H -1.30 -20.12 -28.84
H 2.39 -13.42 -35.63
H -4.14 -14.60 -33.26
H -1.91 -10.15 -25.45